Entry 1:
Computed, not measured: 5 unconnected molecules or ions with the total composition CH12N2O4 in a non-equilibrium geometry, with wB97M-V/def2-TZVPD.

```
19
Properties=species:S:1:pos:R:3
O 1.03 5.93 -0.80
O -3.67 3.53 -3.96
O 0.96 0.44 5.88
O 2.92 -2.64 3.29
N -0.55 -3.91 -2.69
N -0.27 -1.98 -1.39
C -0.80 -3.23 -1.65
H 0.81 1.38 6.03
H 1.88 0.29 6.11
H 0.94 6.44 -1.61
H -3.23 3.21 -4.74
H -0.45 -1.73 -0.42
H 1.45 5.10 -1.00
H 0.72 -1.81 -1.53
H -4.25 2.88 -3.55
H -1.41 -4.41 -2.93
H 1.96 -2.68 3.22
H -1.37 -3.68 -0.82
H 3.31 -3.13 2.56
```

* orbital gap: 9.68 eV
* total energy: -12400.642 eV
* spin multiplicity: 1
* ΔE to the lowest compared entry with this formula, charge and spin: 50.71 kcal/mol
* LUMO energy: 0.34 eV
* SMILES string: [H]/N=C/N.O.O.O.O
* molar mass: 116.12 g/mol

Entry 2:
Computed, not measured: 4 unconnected molecules or ions with the total composition CH12NO3, with wB97M-V/def2-TZVPD.

```
17
Properties=species:S:1:pos:R:3
O 0.74 1.56 1.77
O -2.42 1.30 -0.04
O 1.88 -0.65 -2.24
N 0.09 -0.52 -0.03
C -0.50 -1.74 0.52
H 0.65 1.75 2.72
H 2.63 -1.25 -2.38
H -1.35 -1.46 1.12
H -0.79 -2.40 -0.29
H 0.22 -2.23 1.16
H 0.98 2.42 1.40
H 0.49 0.10 0.70
H -1.97 1.72 -0.79
H -0.58 0.08 -0.55
H 2.20 0.21 -2.58
H -3.17 1.87 0.18
H 0.88 -0.75 -0.66
```

* orbital gap (spin up / spin down): 3.51 / 11.72 eV
* total energy: -8861.401 eV
* spin multiplicity: 2
* ΔE to the lowest compared entry with this formula, charge and spin: 0.20 kcal/mol
* LUMO energy (spin up / spin down): 0.82 / 0.52 eV
* molar mass: 86.11 g/mol

Entry 3:
Computed, not measured: 4 unconnected molecules or ions with the total composition CH12NO3 in a non-equilibrium geometry, with wB97M-V/def2-TZVPD.

```
17
Properties=species:S:1:pos:R:3
O -2.86 -1.12 -1.00
O 0.65 1.40 1.63
O -1.13 1.88 -0.51
N 0.78 -0.50 -0.64
C 1.97 -1.08 0.25
H -1.62 1.57 -1.31
H 1.27 -1.58 1.04
H 0.63 0.45 -0.35
H -0.17 -0.76 -0.27
H 2.58 -0.32 0.72
H -0.57 2.53 -0.88
H 1.46 1.10 2.03
H -2.49 -1.51 -0.27
H 0.01 1.46 2.35
H -3.78 -1.11 -0.84
H 2.51 -1.90 -0.23
H 0.76 -0.50 -1.70
```

* orbital gap: 11.79 eV
* total energy: -8857.061 eV
* spin multiplicity: 1
* net charge: +1
* ΔE to the lowest compared entry with this formula, charge and spin: 46.94 kcal/mol
* LUMO energy: -3.53 eV
* molar mass: 86.11 g/mol

Entry 4:
Computed, not measured: 5 unconnected molecules or ions with the total composition CH12NO4 in a non-equilibrium geometry, with wB97M-V/def2-TZVPD.

```
18
Properties=species:S:1:pos:R:3
O -3.92 1.19 -1.16
O 3.71 1.57 1.45
O -0.44 -1.94 1.77
O -1.47 -0.17 -1.65
N 0.67 -0.17 0.16
C 1.91 -0.40 -0.40
H 0.41 -0.77 0.98
H 3.78 2.52 1.60
H -0.07 -0.21 -0.55
H 2.01 -1.40 -0.80
H -0.30 -1.72 2.70
H 2.71 0.30 -0.44
H -1.36 -0.24 -2.60
H 4.64 1.40 1.28
H -2.27 0.38 -1.54
H -4.38 1.58 -1.91
H -1.00 -2.72 1.76
H -4.62 0.79 -0.64
```

* orbital gap (spin up / spin down): 6.91 / 7.68 eV
* total energy: -10908.955 eV
* spin multiplicity: 2
* ΔE to the lowest compared entry with this formula, charge and spin: 18.59 kcal/mol
* LUMO energy (spin up / spin down): 0.52 / 0.52 eV
* molar mass: 102.11 g/mol

Entry 5:
Computed, not measured: 5 unconnected molecules or ions with the total composition CH12O5 in a non-equilibrium geometry, with wB97M-V/def2-TZVPD.

```
18
Properties=species:S:1:pos:R:3
O -0.48 -0.12 1.89
O -0.06 1.00 -0.40
O 1.28 -2.60 -0.07
O -2.56 -1.47 -2.24
O 3.35 0.23 1.21
C -1.04 2.05 -0.58
H -1.29 2.20 -1.63
H -2.29 -0.55 -2.24
H 2.72 0.95 1.29
H 2.19 -2.54 -0.33
H -2.78 -1.60 -1.29
H -0.71 2.93 -0.04
H 0.80 1.33 -0.58
H 2.98 -0.47 1.76
H -0.90 -0.91 2.27
H -1.87 1.66 0.01
H -0.28 -0.38 1.00
H 0.94 -1.70 -0.04
```

* orbital gap: 11.59 eV
* total energy: -11468.373 eV
* spin multiplicity: 1
* ΔE to the lowest compared entry with this formula, charge and spin: 25.66 kcal/mol
* LUMO energy: 0.27 eV
* SMILES string: CO.O.O.O.O
* molar mass: 104.10 g/mol

Entry 6:
Computed, not measured: 5 unconnected molecules or ions with the total composition CH12O5, with wB97M-V/def2-TZVPD.

```
18
Properties=species:S:1:pos:R:3
O 1.28 -0.26 0.50
O -1.58 2.12 -1.91
O -2.38 -2.35 0.60
O -0.30 -1.50 -1.43
O -0.65 1.82 0.93
C 2.60 -0.02 0.99
H 3.19 0.49 0.23
H -0.90 1.99 -1.24
H 3.04 -0.99 1.21
H -1.68 -1.86 0.13
H -1.78 1.26 -2.29
H 0.40 -1.00 -0.97
H -0.98 2.60 1.40
H 0.72 0.46 0.82
H -0.14 -1.30 -2.36
H 2.58 0.58 1.90
H -1.38 1.20 0.88
H -2.06 -3.25 0.62
```

* orbital gap: 11.19 eV
* total energy: -11469.096 eV
* spin multiplicity: 1
* ΔE to the lowest compared entry with this formula, charge and spin: 8.98 kcal/mol
* LUMO energy: 0.33 eV
* SMILES string: CO.O.O.O.O
* molar mass: 104.10 g/mol

Entry 7:
Computed, not measured: 6 unconnected molecules or ions with the total composition CH12O6 in a non-equilibrium geometry, with wB97M-V/def2-TZVPD.

```
19
Properties=species:S:1:pos:R:3
O -1.19 3.24 1.14
O -2.23 -0.26 4.20
O 0.91 -2.30 -0.30
O 0.43 0.48 0.48
O -1.89 -0.58 -1.52
O 2.84 -0.89 -2.37
C 2.06 0.02 -2.43
H -1.88 0.56 3.83
H -3.18 -0.20 4.13
H -1.68 0.13 -0.89
H 0.36 0.48 1.44
H -1.52 -0.16 -2.32
H -1.83 3.11 0.43
H 1.15 -2.77 0.51
H 0.36 -0.48 0.29
H 2.14 0.79 -3.22
H 1.74 -2.34 -0.81
H -0.43 3.65 0.72
H 1.20 0.08 -1.74
```

* orbital gap: 10.71 eV
* total energy: -13515.794 eV
* spin multiplicity: 1
* ΔE to the lowest compared entry with this formula, charge and spin: 21.38 kcal/mol
* LUMO energy: 0.32 eV
* SMILES string: C=O.O.O.O.O.O
* molar mass: 120.10 g/mol

Entry 8:
Computed, not measured: 6 unconnected molecules or ions with the total composition CH13O5S in a non-equilibrium geometry, with wB97M-V/def2-TZVPD.

```
20
Properties=species:S:1:pos:R:3
S 2.14 1.69 -0.03
O -0.79 2.30 -0.44
O -0.19 -2.64 -0.90
O 0.90 -0.45 -2.48
O -2.29 -0.01 -0.44
O -1.03 -1.87 1.70
C 1.43 1.08 1.49
H -0.33 -1.76 -0.52
H -1.60 -1.95 0.92
H 0.83 0.16 1.37
H 0.35 -2.41 -1.67
H -0.83 2.89 0.32
H 0.78 0.49 -2.32
H -2.56 0.40 0.39
H -0.20 -2.28 1.43
H 0.23 2.25 -0.51
H 2.13 0.63 2.21
H 0.73 1.71 2.04
H -1.42 0.43 -0.53
H 1.73 -0.67 -2.02
```

* orbital gap: 7.04 eV
* total energy: -22322.299 eV
* spin multiplicity: 1
* net charge: -1
* ΔE to the lowest compared entry with this formula, charge and spin: 25.74 kcal/mol
* LUMO energy: 3.61 eV
* molar mass: 137.18 g/mol

Entry 9:
Computed, not measured: a molecular structure, CH13O8V in a non-equilibrium geometry, with wB97M-V/def2-TZVPD.

```
23
Properties=species:S:1:pos:R:3
V 21.03 -18.03 0.94
O 19.33 -16.57 1.69
O 22.23 -15.93 1.51
O 22.87 -18.45 -2.40
O 19.96 -19.20 1.07
O 20.78 -17.39 -0.44
O 20.57 -17.51 -3.73
O 21.34 -18.20 3.14
O 22.90 -19.17 0.29
C 22.85 -20.56 0.44
H 20.18 -18.22 -4.24
H 19.27 -15.81 2.28
H 22.11 -17.93 3.66
H 22.23 -20.87 1.29
H 23.41 -17.68 -2.59
H 23.03 -18.63 -1.45
H 18.53 -16.55 1.17
H 22.36 -20.99 -0.45
H 23.79 -21.12 0.51
H 22.24 -15.90 2.47
H 21.00 -18.97 3.60
H 23.13 -15.74 1.24
H 20.90 -17.93 -2.93
```

* orbital gap: 7.63 eV
* total energy: -43315.263 eV
* spin multiplicity: 1
* ΔE to the lowest compared entry with this formula, charge and spin: 16.83 kcal/mol
* LUMO energy: -0.82 eV
* molar mass: 204.05 g/mol

Entry 10:
Computed, not measured: a molecular structure, CH13O9V in a non-equilibrium geometry, with wB97M-V/def2-TZVPD.

```
24
Properties=species:S:1:pos:R:3
V 0.16 -0.25 0.29
O -3.46 1.28 -1.02
O 0.02 -0.89 2.44
O -2.18 1.59 -2.80
O -1.02 -2.17 0.15
O 1.15 0.87 -1.45
O -0.35 1.63 1.15
O 1.68 -1.66 -0.54
O -1.51 0.21 -1.09
O 2.27 0.36 1.49
C -2.36 1.05 -1.59
H -1.42 1.32 -3.19
H -1.25 1.77 1.39
H 0.98 1.77 -1.48
H -1.88 -2.19 -0.27
H 2.94 0.45 0.79
H -0.59 -1.60 2.59
H 1.75 0.77 -2.20
H 1.37 -1.88 -1.46
H -0.21 -0.27 3.12
H 1.99 -2.45 -0.18
H -0.77 -3.10 0.10
H 2.58 1.11 2.01
H 0.12 2.29 1.77
```

* orbital gap (spin up / spin down): 7.39 / 7.48 eV
* total energy: -45358.407 eV
* spin multiplicity: 4
* net charge: +1
* ΔE to the lowest compared entry with this formula, charge and spin: 24.26 kcal/mol
* LUMO energy (spin up / spin down): -3.64 / -3.65 eV
* molar mass: 220.05 g/mol

Entry 11:
Computed, not measured: 5 unconnected molecules or ions with the total composition CH14N2O4 in a non-equilibrium geometry, with wB97M-V/def2-TZVPD.

```
21
Properties=species:S:1:pos:R:3
O -1.07 0.66 3.01
O -2.20 -0.76 -0.18
O 1.09 -1.10 2.52
O -0.13 -3.24 -5.37
N 0.61 2.48 -0.61
N 1.19 0.11 -0.35
C 0.54 1.31 0.27
H 1.71 0.53 -1.12
H 0.84 1.44 1.31
H -0.53 1.11 0.39
H -0.61 -0.14 2.71
H -0.24 -4.11 -4.99
H 1.27 -0.48 1.79
H 1.37 3.08 -0.32
H 1.73 -0.89 3.20
H -2.37 -0.54 0.75
H 0.24 -2.68 -4.68
H -2.00 0.01 -0.70
H 0.44 -0.36 -0.85
H -0.20 3.08 -0.49
H -1.69 0.49 3.72
```

* orbital gap: 10.60 eV
* total energy: -12433.967 eV
* spin multiplicity: 1
* ΔE to the lowest compared entry with this formula, charge and spin: 25.01 kcal/mol
* LUMO energy: 0.53 eV
* SMILES string: NCN.O.O.O.O
* molar mass: 118.13 g/mol

Entry 12:
Computed, not measured: 5 unconnected molecules or ions with the total composition CH14N3O4 in a non-equilibrium geometry, with wB97M-V/def2-TZVPD.

```
22
Properties=species:S:1:pos:R:3
O -1.02 2.58 1.16
O -1.45 0.04 -1.96
O 0.88 -1.66 -2.14
O -2.02 -1.15 0.75
N 1.62 0.56 1.95
N 0.87 0.76 -0.23
N 2.00 -1.11 0.40
C 1.50 0.09 0.71
H -0.08 -1.70 -2.23
H 1.56 1.54 2.19
H 0.38 1.64 -0.09
H -2.70 -1.84 0.65
H -1.44 3.15 0.50
H 2.19 0.03 2.59
H 0.59 0.25 -1.05
H -1.72 1.91 1.31
H 1.75 -1.52 -0.50
H 1.26 -1.52 -3.02
H -2.31 -0.71 1.56
H -1.92 0.13 -1.11
H -2.15 0.30 -2.57
H 2.21 -1.78 1.14
```

* orbital gap: 11.43 eV
* total energy: -13920.365 eV
* spin multiplicity: 1
* net charge: +1
* ΔE to the lowest compared entry with this formula, charge and spin: 6.26 kcal/mol
* LUMO energy: -2.91 eV
* molar mass: 132.14 g/mol